(1)
A 5-piece molecular cluster, C15H33ClO6S4 overall, computed with wB97M-V/def2-TZVPD.

```
59
Properties=species:S:1:pos:R:3:forces:R:3
C -6.117 -0.776 -1.443 -0.2868 0.2500 0.2390
C -5.833 0.370 -1.185 -1.5091 0.8642 -0.1049
C -5.838 1.848 -0.819 1.1624 -0.7820 0.1803
O -4.811 2.332 -0.427 -0.6341 0.1027 0.0409
O -6.987 2.596 -0.888 0.6879 -1.3643 -0.8136
C -7.886 2.181 -1.934 -1.2910 -0.6323 -1.0528
C -8.947 1.128 -1.472 0.3027 0.6863 0.9071
C -10.170 1.758 -0.696 -0.2308 -1.4587 -1.2172
C -11.479 1.119 -1.284 0.3647 0.1570 0.9432
Cl -10.083 1.188 1.047 -0.0358 0.6978 -0.5282
H -6.525 -1.774 -1.614 0.8154 0.7420 0.0566
H -7.361 1.745 -2.818 0.0348 0.4172 0.8494
H -8.390 3.102 -2.313 0.4277 -0.5598 0.4952
H -9.310 0.507 -2.324 0.2995 0.6738 0.4629
H -8.445 0.443 -0.756 -0.3019 0.3299 -0.6797
H -10.176 2.862 -0.761 0.0100 -0.6490 0.4488
H -12.313 1.334 -0.585 0.3007 -0.0733 -0.6720
H -11.319 0.016 -1.284 -0.2391 0.7631 -0.1435
H -11.705 1.478 -2.310 0.2021 -0.1616 0.6210
C -0.846 -0.915 -1.144 -0.2184 0.0353 0.0354
S -1.966 -2.229 -0.643 0.0759 0.1330 -0.0865
O -3.094 -2.252 -1.617 -0.0288 -0.0088 0.0894
C -2.563 -1.408 0.846 -0.1000 0.1013 0.0503
H -0.384 -1.199 -2.088 0.0029 -0.0746 0.0765
H -1.401 0.014 -1.276 -0.0999 -0.0749 0.0130
H -0.072 -0.788 -0.390 0.0270 -0.0602 -0.0891
H -3.009 -0.447 0.586 0.0176 -0.0261 -0.0734
H -1.732 -1.265 1.539 0.0165 -0.0359 -0.0407
H -3.316 -2.044 1.310 0.0406 -0.0368 -0.0693
C 4.254 1.164 -0.183 -0.1781 0.3520 -0.1067
S 3.141 -0.155 0.324 0.2419 -0.0372 -0.0454
O 2.008 -0.185 -0.647 0.2050 0.1680 0.2075
C 2.546 0.671 1.814 -0.1307 0.1090 0.0104
H 4.714 0.882 -1.125 -0.0334 -0.1491 0.1134
H 3.694 2.092 -0.314 -0.1272 -0.0735 0.1049
H 5.030 1.295 0.572 0.0042 -0.0984 -0.0227
H 2.095 1.629 1.553 0.0174 -0.0273 -0.0442
H 3.378 0.819 2.503 0.0139 -0.0282 -0.0345
H 1.796 0.033 2.282 0.0435 -0.0360 -0.0602
C 7.844 -0.381 -2.989 -0.0366 0.1119 -0.0592
S 7.370 -1.427 -1.602 0.1310 -0.0628 -0.0053
O 6.096 -0.879 -1.048 0.3104 -0.0340 -0.0211
C 8.700 -0.905 -0.505 -0.0515 0.0402 0.0829
H 7.115 -0.519 -3.787 -0.0112 -0.0600 0.0753
H 7.851 0.665 -2.680 -0.0188 -0.0412 0.0647
H 8.831 -0.676 -3.346 -0.0253 -0.0429 0.0365
H 8.653 0.174 -0.353 -0.0582 -0.0136 -0.0512
H 9.660 -1.184 -0.941 -0.0405 -0.0370 -0.0143
H 8.578 -1.413 0.452 0.0086 -0.0178 -0.0365
C 7.082 -0.825 4.943 0.0035 0.1261 0.0327
S 7.441 -2.136 3.760 -0.0058 -0.0387 0.0230
O 8.804 -1.881 3.214 -0.1647 0.1008 -0.0547
C 6.262 -1.595 2.514 -0.0339 0.0859 -0.0569
H 7.746 -0.945 5.798 0.0068 -0.0685 -0.0677
H 7.255 0.148 4.482 0.0300 -0.0539 -0.0543
H 6.046 -0.908 5.274 0.0195 -0.0529 -0.0190
H 6.491 -0.573 2.207 0.0540 -0.0239 0.0107
H 5.249 -1.651 2.916 0.0244 -0.0564 0.0078
H 6.344 -2.257 1.653 -0.0110 0.0043 0.0460
```
Forces are in eV/Å.

- Highest occupied orbital energy: -8.34 eV
- E: -3095.495693 hartree
- F_max: 1.91 eV/Å

***

(2)
A 3-piece molecular cluster, C15H33FO10S overall, computed with wB97M-V/def2-TZVPD.

```
60
Properties=species:S:1:pos:R:3:forces:R:3
C 3.153 4.495 5.390 -0.2970 -0.6007 -0.5786
C 2.586 3.072 4.744 -0.7069 -0.4886 0.5801
F 3.039 2.727 3.376 -1.0022 1.1573 3.5305
C 2.749 1.744 5.702 1.2514 -0.3963 1.0368
O 1.440 1.319 6.254 -0.8588 2.5089 -1.7524
S 0.228 2.458 5.874 -4.9254 0.4722 3.0202
O -1.095 1.730 5.536 5.8111 2.0415 -0.2315
O -0.143 3.464 6.989 2.9874 -3.1928 -3.9383
O 1.111 3.256 4.653 0.3390 -1.4659 1.2215
H 4.135 4.353 6.022 -1.8478 0.1443 -1.6368
H 2.315 4.862 6.139 1.6648 -0.7801 -1.7359
H 3.285 5.237 4.483 -0.1960 -1.4286 2.0849
H 3.229 0.811 5.154 -1.1935 2.1673 0.9050
H 3.365 1.968 6.685 -0.9567 -0.1641 -2.3273
C -0.138 3.293 1.659 0.1617 0.2876 -0.2121
O 0.578 3.333 0.437 -0.0083 -0.4985 0.0740
C 1.705 2.452 0.429 -0.3431 0.2431 -0.5260
C 1.905 1.841 -0.962 0.0362 -0.1328 0.2523
O 0.943 0.836 -1.303 -0.1249 0.4446 0.0004
C -0.390 1.295 -1.569 0.0546 -0.1037 -0.2210
C -0.526 2.095 -2.869 0.1299 0.3002 0.6385
O 0.015 3.407 -2.707 0.3257 -0.2110 -0.2888
C 0.609 3.908 -3.894 -0.1842 0.0060 0.3645
H 0.456 3.747 2.459 -0.1872 -0.1293 -0.0036
H -1.062 3.860 1.531 0.1464 0.0097 -0.0569
H -0.405 2.264 1.923 0.0475 -0.0372 0.1290
H 1.582 1.645 1.164 -0.0361 0.0949 -0.0939
H 2.584 3.045 0.699 0.2210 -0.1628 0.0279
H 2.875 1.329 -0.964 -0.1737 -0.0732 0.0897
H 1.966 2.610 -1.736 -0.1954 0.0820 0.1868
H -0.794 1.839 -0.713 0.1072 0.2002 -0.1797
H -0.995 0.388 -1.671 0.1680 0.0112 -0.0910
H -1.584 2.205 -3.125 -0.1243 -0.2329 -0.0574
H -0.016 1.556 -3.674 0.0402 0.0073 -0.0034
H 1.348 3.200 -4.288 -0.0590 -0.0076 -0.0947
H 1.128 4.840 -3.651 -0.1814 -0.1183 0.0457
H -0.159 4.110 -4.646 0.0993 -0.0078 -0.1632
C -3.233 -5.746 -4.411 0.1926 0.3380 0.0298
O -2.762 -4.653 -3.641 -0.2606 -0.3516 0.2660
C -3.725 -4.194 -2.688 0.6361 0.0673 0.0293
C -3.036 -3.734 -1.400 -0.2315 -0.1570 0.0287
O -2.539 -4.806 -0.588 0.2088 0.1333 -0.4523
C -1.392 -5.505 -1.090 0.0982 0.0907 0.2499
C -0.101 -4.680 -1.073 -0.4506 0.0154 -0.6099
O -0.112 -3.713 -2.124 -0.0915 0.1461 0.4035
C 0.558 -2.512 -1.775 -0.1612 -0.2112 -0.2221
H -4.022 -5.414 -5.093 -0.0847 -0.1798 -0.0305
H -2.396 -6.138 -4.993 -0.0598 0.1577 0.0384
H -3.603 -6.549 -3.765 -0.1120 -0.0195 -0.0196
H -4.452 -4.983 -2.448 0.1305 0.0497 -0.0201
H -4.255 -3.351 -3.141 -0.2026 0.1008 0.1443
H -3.787 -3.226 -0.783 0.0178 -0.2111 -0.0295
H -2.256 -2.996 -1.600 0.0132 -0.1886 -0.2173
H -1.592 -5.927 -2.078 0.1384 0.2527 -0.0517
H -1.252 -6.357 -0.416 -0.0443 0.1915 0.0669
H 0.758 -5.336 -1.239 0.0498 -0.1903 0.1957
H 0.000 -4.197 -0.096 -0.0236 0.0366 -0.0001
H 0.167 -2.107 -0.835 0.1244 0.0181 0.0219
H 0.376 -1.776 -2.563 0.0688 -0.1952 0.0722
H 1.634 -2.690 -1.691 0.0542 0.1602 0.1110
```
Forces are in eV/Å.

- Highest occupied orbital energy: -8.99 eV
- E: -1841.513628 hartree
- F_max: 6.16 eV/Å
- SMILES: C[C@@]1(F)COS(=O)(=O)O1.COCCOCCOC.COCCOCCOC

***

(3)
C15H34AlBr5Cl2CsF3MgNO9P2S as an isolated structure, computed with wB97M-V/def2-TZVPD.

```
75
Properties=species:S:1:pos:R:3:forces:R:3
C 4.924 -1.760 -2.360 -0.1639 -0.5878 0.0551
C 4.231 -1.942 -1.016 1.0206 -0.2679 -0.4052
Br 5.018 -3.588 -0.174 -0.1746 0.5543 0.1004
C 4.470 -0.809 -0.051 -0.9051 0.0332 0.1984
C 3.805 0.473 -0.549 0.6176 -0.0563 1.0856
O 2.416 0.300 -0.756 0.0327 0.5954 -0.2468
C 2.006 0.396 -2.093 -0.6283 -0.3711 -0.3422
C 0.625 1.055 -2.217 2.7343 -1.6757 1.0250
O -0.325 0.000 -2.338 -0.4403 2.2530 0.6474
C -1.606 0.296 -1.725 -1.7701 -0.6540 -1.6151
P -2.087 -1.025 -0.423 2.3765 0.8210 1.3046
P -1.419 -2.903 -1.382 -2.3991 -1.4392 -0.3750
O -2.604 -3.753 -1.565 -0.5558 0.1511 -0.1020
O -0.763 -2.608 -2.813 0.8701 0.6138 0.4089
O -0.341 -3.690 -0.548 1.0474 0.6960 -0.2830
H 4.236 -1.348 -3.094 0.1163 0.4045 -0.0229
H 5.856 -1.205 -2.289 -0.0362 0.2541 0.0587
H 5.183 -2.742 -2.741 0.0254 -0.0359 -0.2019
H 3.187 -2.183 -1.173 -0.1554 0.0154 0.3200
H 4.029 -1.052 0.916 -0.0668 -0.0590 0.0620
H 5.527 -0.624 0.136 0.1544 -0.0649 -0.2387
H 3.914 1.194 0.265 -0.0535 0.1533 -0.0092
H 4.353 0.889 -1.393 -0.3392 -0.0800 -0.3817
H 2.698 0.952 -2.730 0.3621 -0.0164 0.2142
H 1.881 -0.613 -2.493 0.1386 0.0151 -0.3542
H 0.662 1.739 -3.133 3.5541 -3.9128 3.0682
H 0.494 1.685 -1.292 -0.2317 -0.3339 -0.7635
H -2.375 0.280 -2.545 0.4939 0.3650 0.3110
H -1.637 1.296 -1.237 0.2366 -0.5291 -0.0823
H -3.489 -1.074 -0.406 0.0188 -0.1590 -0.8635
H -0.344 -3.413 -3.136 0.0005 -0.1451 -0.1158
H -0.779 -3.948 0.292 0.0247 0.1675 0.2098
Cs -0.769 2.680 -3.641 -5.7168 4.1494 -3.1748
Cl -2.116 -2.782 1.600 -0.3900 -0.2764 0.5191
O 5.177 3.121 -0.822 3.4543 1.3146 2.2650
H 5.105 3.292 0.149 -2.5588 -0.6062 -0.1250
C -0.814 0.248 2.898 -0.1905 0.2362 -0.0919
C -1.423 0.788 4.179 0.6413 -0.3088 -0.2287
N -2.329 1.919 3.960 -0.1480 1.3436 -0.0744
C -2.701 2.619 5.196 0.0798 -0.0482 0.4120
C -3.519 1.855 6.234 -0.1880 0.0920 -0.0253
C -3.423 1.705 3.037 0.1123 -0.7642 -0.5214
C -4.455 0.608 3.276 -0.2857 0.1264 0.1412
H -0.299 1.042 2.345 0.0210 0.0294 0.0379
H -0.087 -0.525 3.133 -0.0307 -0.0612 -0.0151
H -1.553 -0.209 2.242 0.0682 -0.1424 -0.0172
H -0.605 1.131 4.816 -0.1761 0.1953 0.1364
H -1.917 -0.027 4.716 -0.1462 0.0683 -0.0490
H -3.240 3.547 4.935 -0.0818 -0.0695 -0.0976
H -1.776 2.955 5.669 0.0979 -0.0829 -0.1060
H -4.561 1.750 5.936 0.0109 -0.0835 -0.0179
H -3.512 2.405 7.175 0.0366 0.0210 -0.0075
H -3.111 0.865 6.430 0.0383 0.0009 -0.0396
H -2.983 1.533 2.039 0.0261 -0.1171 0.0358
H -3.946 2.677 2.956 -0.6831 -0.0023 0.1163
H -3.984 -0.329 3.572 0.1232 0.0092 -0.0856
H -5.010 0.420 2.358 0.0763 -0.0152 -0.0376
H -5.182 0.892 4.034 0.0535 -0.0331 0.0801
Al -2.494 4.025 2.469 0.9151 -0.7237 0.5991
Cl 6.783 3.678 0.302 -0.7872 -0.5470 -2.1558
C -6.521 6.212 0.676 -0.2763 0.1612 -0.2252
Br -7.449 5.128 -0.597 0.0737 -0.0213 0.0435
Br -5.092 5.205 1.550 -0.1459 0.0768 -0.0431
Br -5.852 7.832 -0.093 0.0487 -0.0668 0.0365
H -7.223 6.483 1.452 0.0634 -0.0546 0.1064
Br 5.135 -6.360 -0.005 -0.0130 -0.4683 -0.1013
C 2.169 -4.598 -4.805 -0.9861 0.7334 1.2244
F 0.878 -4.630 -5.086 0.0274 -0.1684 -0.6260
F 2.283 -4.884 -3.539 0.6717 -0.2097 -0.0998
F 2.802 -5.608 -5.565 -0.4650 -1.2778 0.8789
S 3.008 -3.087 -5.352 0.5781 0.9614 1.2945
O 2.363 -2.041 -4.622 -0.3624 0.1017 -0.4362
O 2.729 -3.164 -6.794 0.0873 -1.0987 -0.8739
O 4.378 -3.349 -5.015 0.1057 -0.4085 -0.5041
Mg 3.389 -5.297 -7.330 0.3160 1.3306 -0.8135
```
Forces are in eV/Å.

- Highest occupied orbital energy: -7.61 eV
- E: -16956.852565 hartree
- F_max: 7.74 eV/Å
- Net charge: +1